Entry from the Open Molecules 2025 dataset: a molecular structure, C2H3NOS2 at a distorted geometry (ωB97M-V/def2-TZVPD).

XYZ file:
```
9
Properties=species:S:1:pos:R:3
O -0.638 1.026 -0.112
C -1.639 0.316 0.263
H -2.464 0.839 0.726
C 0.703 -0.243 -0.625
H 0.993 -0.153 -1.617
S 2.274 -0.125 0.171
H 1.663 -0.198 1.386
N -1.680 -0.935 0.251
S -0.208 -1.635 -0.207
```

Results
* HOMO-LUMO gap: 0.2980 Ha
* E_HOMO: -0.3146 Eh
* energy relative to the best compared isomer or geometry (same formula, charge and spin): 2.708 eV
* calculated total energy: -27328.069 eV

=====

Entry from the Open Molecules 2025 dataset: a molecular structure, C21H43INO11P4S at a distorted geometry (ωB97M-V/def2-TZVPD).

XYZ file:
```
82
Properties=species:S:1:pos:R:3
H 0.534 0.753 4.849
C 0.243 0.887 2.710
P 3.728 -4.016 -4.036
C 4.156 0.666 2.359
C 0.442 -1.147 3.906
H -2.079 -0.335 -1.113
H -1.501 -3.814 3.679
H -2.297 1.400 -1.167
O -0.830 2.972 2.763
I 0.028 -2.311 -0.199
H -2.115 -5.740 2.378
H 2.826 3.486 1.562
C 0.221 2.395 2.778
C 0.359 -3.306 2.787
C -2.865 0.593 0.733
O -3.816 3.880 -3.453
H -3.888 0.377 0.417
H -2.871 1.612 1.117
H -4.224 1.448 -2.375
O 3.642 -2.411 -3.833
H 1.016 -3.707 2.021
H -1.063 -5.292 1.065
C 0.168 -1.191 1.568
P 0.628 -1.920 5.567
H -2.892 5.828 -0.068
H 2.239 -2.161 -5.359
O -4.849 3.118 -1.316
C 2.953 -4.540 -1.642
H 4.477 2.736 2.875
C -0.197 2.788 -0.162
O 1.388 3.035 2.926
O 4.061 -4.247 -2.482
H -1.013 3.187 0.440
H 2.608 -5.559 -1.806
H -5.550 5.849 -4.149
C 3.026 -1.612 -4.842
C -1.086 -3.852 2.669
C 0.418 0.219 3.915
O -5.870 4.954 -2.288
H 6.167 -3.747 -6.603
H 3.297 -4.450 -0.611
H 3.270 1.916 3.908
H 6.249 -2.994 -4.999
C -1.151 -5.290 2.152
N 0.335 -1.830 2.746
O 0.898 -0.901 6.590
H 6.349 -4.768 -5.169
C -3.550 6.425 -0.699
C -6.178 5.952 -3.264
O 2.425 -4.642 -4.325
H 3.739 0.413 1.386
H -1.660 -3.176 2.037
H 0.736 -3.669 3.738
H 2.156 1.909 1.285
H -4.535 6.505 -0.233
C 0.091 0.212 1.497
C -5.145 1.919 -2.036
H 1.692 -2.834 5.432
H -2.570 -0.150 1.472
S 0.137 -6.388 2.824
O 4.448 -3.953 -5.496
P -4.366 4.382 -2.180
H -5.797 2.119 -2.883
H 1.198 -5.918 2.152
H -5.647 1.237 -1.351
H 3.929 -0.097 3.105
H -6.062 6.949 -2.838
H -3.128 7.419 -0.809
C 2.471 2.591 2.074
P -0.196 0.959 -0.167
H -0.425 3.071 -1.193
C 5.891 -3.861 -5.560
H -7.219 5.814 -3.546
H 5.241 0.707 2.281
H 3.768 -1.264 -5.560
H 0.751 3.252 0.092
H 2.140 -3.838 -1.820
C 3.649 2.035 2.894
C -1.975 0.574 -0.527
O -3.653 5.844 -2.019
H -0.516 -2.714 5.776
H 2.592 -0.745 -4.347
```

Results
* net charge: +1
* HOMO-LUMO gap: 0.2575 Ha
* E_HOMO: -0.4222 Eh
* calculated total energy: -102572.263 eV

=====

Entry from the Open Molecules 2025 dataset: C6H8OS in the gas phase at a distorted geometry (ωB97M-V/def2-TZVPD).

XYZ file:
```
16
Properties=species:S:1:pos:R:3
S -1.958 1.184 -0.632
H -0.864 -1.688 1.531
O 0.790 1.418 0.131
H -0.575 2.774 0.656
C -0.425 2.074 -0.172
C -0.788 -0.947 0.744
C 1.399 -1.966 0.173
H 0.458 0.407 -1.661
H 1.102 -2.881 0.746
H 2.317 -2.040 -0.351
H 2.013 0.212 -0.926
C -1.853 -0.148 0.543
C 0.536 -0.951 0.058
H -2.820 -0.411 0.994
C 0.961 0.311 -0.705
H -0.292 2.654 -1.128
```

Results
* HOMO-LUMO gap: 0.3311 Ha
* E_HOMO: -0.3063 Eh
* structure (SMILES): C=C1C=CSCOC1
* energy relative to the best compared isomer or geometry (same formula, charge and spin): 1.848 eV
* calculated total energy: -19232.416 eV

=====

Entry from the Open Molecules 2025 dataset: 2 unconnected molecules or ions with the total composition C4H7NO3 at a distorted geometry (ωB97M-V/def2-TZVPD).

XYZ file:
```
15
Properties=species:S:1:pos:R:3
C 1.309 -0.720 0.285
H -1.831 -0.364 -1.825
C 1.751 -0.052 -0.766
O 1.521 0.979 1.777
N 1.302 -0.234 1.673
H -1.701 2.158 -0.685
H 1.600 -0.696 -1.630
O 0.924 -0.980 2.532
C -1.642 0.286 -1.023
H -1.523 -1.270 0.433
O -1.817 1.591 -1.406
H 2.047 0.926 -0.913
H 0.982 -1.780 0.150
H -1.389 0.328 1.152
C -1.532 -0.173 0.245
```

Results
* multiplicity: 3
* HOMO-LUMO gap (spin up / spin down): 0.2684 / 0.2220 Ha
* E_HOMO (spin up / spin down): -0.2461 / -0.3604 Eh
* energy relative to the best compared isomer or geometry (same formula, charge and spin): 5.261 eV
* calculated total energy: -11885.239 eV

=====

Entry from the Open Molecules 2025 dataset: a gas-phase ion, C3H9NO (charge +1) at a distorted geometry (ωB97M-V/def2-TZVPD).

XYZ file:
```
14
Properties=species:S:1:pos:R:3
C 1.878 -0.488 -0.388
H -0.586 -0.348 -1.206
H -0.881 1.393 -1.091
H 1.321 -1.344 0.023
C -0.350 0.549 -0.565
C -1.800 -0.802 0.788
H 2.739 -0.281 0.275
H 2.270 -0.695 -1.372
O -0.766 0.188 0.651
H -2.465 -0.676 -0.154
H -2.347 -0.719 1.734
H -1.245 -1.763 0.728
H 1.329 1.512 0.268
N 1.089 0.837 -0.489
```

Results
* net charge: +1
* multiplicity: 2
* HOMO-LUMO gap (spin up / spin down): 0.4460 / 0.2307 Ha
* E_HOMO (spin up / spin down): -0.5613 / -0.5524 Eh
* energy relative to the best compared isomer or geometry (same formula, charge and spin): 2.343 eV
* calculated total energy: -6783.966 eV

=====

Entry from the Open Molecules 2025 dataset: a molecular structure, C59H46AuBrFGeNOP3 at a distorted geometry (ωB97M-V/def2-TZVPD).

XYZ file:
```
114
Properties=species:S:1:pos:R:3
H -0.390 -1.480 5.099
H -4.838 0.906 3.778
C 2.896 2.109 -4.085
H -2.775 2.487 -2.596
H 2.378 -2.198 -2.879
H -2.716 -2.699 2.895
C 2.727 1.243 3.511
C 3.993 1.581 3.966
C -2.293 2.644 -0.504
H 1.872 -4.496 -2.504
C -0.237 0.263 3.840
C -2.658 3.155 -1.751
H 1.932 1.975 3.548
H 2.426 -2.321 -7.224
H 3.370 -1.939 2.519
H 0.513 3.723 -0.016
P 0.784 -0.515 2.557
H 2.659 4.177 -4.593
H 3.546 -4.130 -6.295
C 0.793 3.281 -4.026
C -2.694 0.262 1.243
C 3.526 -0.964 2.959
C -4.137 0.359 3.162
C 2.807 -3.677 -5.645
C -0.023 -3.115 1.890
Ge -1.212 -2.326 0.525
C 0.925 -1.639 -4.287
C 0.891 0.950 -3.457
C -3.809 -0.949 3.479
H -1.683 -5.341 -3.167
F -2.456 -3.590 0.491
C 3.818 4.166 0.547
H -2.300 5.530 1.275
H 3.096 -5.272 -4.346
C -1.585 1.589 5.874
C 1.362 -2.903 3.858
O 4.779 5.018 0.871
H -1.565 -0.292 6.902
C -3.058 -0.966 -2.278
C -2.938 -1.663 2.667
C -0.889 -4.044 -1.673
C 1.281 -1.627 -5.604
C -3.588 0.965 2.041
H 3.963 2.101 -4.266
C -2.374 -1.055 1.558
C 4.782 -0.627 3.437
H -1.805 3.124 1.537
H 4.183 2.573 4.352
H 4.474 5.926 0.986
C 2.476 4.509 0.352
H 2.155 5.543 0.378
C -5.418 -1.120 -2.712
C 2.161 3.277 -4.257
C 1.520 -4.060 -3.445
C -0.416 -2.781 -1.344
H -6.642 0.332 -1.710
Br 3.645 0.076 0.007
H -3.952 -2.413 -3.584
H -3.876 1.975 1.781
C 1.374 -2.552 -3.184
C 2.174 -2.526 -6.188
P -2.013 0.866 -0.325
H -1.579 -4.501 -0.968
C 3.191 1.906 0.162
H -4.236 -1.424 4.353
C 1.566 3.503 0.118
H 0.586 -6.148 3.280
C 2.260 0.937 -3.714
C -1.219 2.277 4.726
C 2.547 -4.348 -4.498
H 5.585 -1.351 3.390
C -5.637 -0.036 -1.870
N 1.896 2.207 0.049
H 1.816 -4.720 4.889
C -2.391 4.864 0.427
C 1.310 -4.276 4.043
C -1.287 0.240 6.002
C 2.474 -0.049 3.049
H 1.913 -2.292 4.559
C 0.207 -4.699 -3.792
Au 0.324 0.457 0.322
C -4.128 -1.577 -2.920
H 5.223 2.544 0.486
C 0.408 -2.020 -2.155
H -0.254 2.143 2.809
H 2.841 0.029 -3.637
C -2.792 5.362 -0.805
C -4.577 0.574 -1.225
H -3.012 6.415 -0.915
C 4.182 2.823 0.398
P -0.105 -0.573 -3.241
C -0.620 -0.430 4.987
C -0.551 1.614 3.710
H 0.872 -0.852 -6.242
H 5.982 0.894 4.361
H -0.636 -5.112 1.409
C 0.616 -5.075 3.147
C -3.273 0.105 -1.424
C -0.819 -4.728 -2.929
H 0.219 4.185 -4.182
C 5.010 0.637 3.961
H -2.061 -1.326 -2.464
C -2.906 4.511 -1.897
C 0.153 2.123 -3.615
C -2.124 3.511 0.576
H -0.915 2.126 -3.436
H 0.129 -5.206 -4.748
H -3.206 4.904 -2.860
H -4.761 1.414 -0.567
H -1.452 3.330 4.632
C -0.055 -4.493 2.082
H -2.108 2.105 6.669
C 0.704 -2.314 2.774
H -6.251 -1.601 -3.204
```

Results
* net charge: +3
* HOMO-LUMO gap: 0.1544 Ha
* E_HOMO: -0.5355 Eh
* energy relative to the best compared isomer or geometry (same formula, charge and spin): 0.006 eV
* calculated total energy: -226275.017 eV

=====

> Which of these has the highest calculated total energy?

C3H9NO

=====

Please write out number 5 again, unchanged.
Entry from the Open Molecules 2025 dataset: a gas-phase ion, C3H9NO (charge +1) at a distorted geometry (ωB97M-V/def2-TZVPD).

XYZ file:
```
14
Properties=species:S:1:pos:R:3
C 1.878 -0.488 -0.388
H -0.586 -0.348 -1.206
H -0.881 1.393 -1.091
H 1.321 -1.344 0.023
C -0.350 0.549 -0.565
C -1.800 -0.802 0.788
H 2.739 -0.281 0.275
H 2.270 -0.695 -1.372
O -0.766 0.188 0.651
H -2.465 -0.676 -0.154
H -2.347 -0.719 1.734
H -1.245 -1.763 0.728
H 1.329 1.512 0.268
N 1.089 0.837 -0.489
```

Results
* net charge: +1
* multiplicity: 2
* HOMO-LUMO gap (spin up / spin down): 0.4460 / 0.2307 Ha
* E_HOMO (spin up / spin down): -0.5613 / -0.5524 Eh
* energy relative to the best compared isomer or geometry (same formula, charge and spin): 2.343 eV
* calculated total energy: -6783.966 eV

=====

> Among the records above, which one has the lowest calculated total energy?

C59H46AuBrFGeNOP3